1.
Density functional theory data (wB97M-V/def2-TZVPD) for 10 unconnected molecules or ions with the total composition C4H31N2O10.

Results
HOMO (alpha / beta), Eh: -0.101 / -0.359
Electronic energy, hartree: -1032.71489
ΔE to the lowest compared entry with this formula, charge and spin, kcal/mol: 44.5
Lowest unoccupied orbital energy (alpha / beta), eV: 0.1 / 0.0

The geometry in ORCA input format:
```
! wB97M-V def2-TZVPD RIJCOSX def2/J DEFGRID3
* xyz 0 2
N -0.087 -0.116 -0.237
C -1.226 -1.019 0.105
C -2.154 -1.310 -1.233
C -1.262 -2.313 -1.958
O -2.188 -0.013 -1.790
C -1.934 -0.263 1.259
N -1.657 1.217 1.303
H -0.209 0.336 -1.241
H -0.086 0.707 0.437
H 0.726 -0.785 -0.220
H -1.091 -2.018 0.602
H -3.132 -1.677 -0.812
H -0.487 -1.764 -2.395
H -0.932 -3.045 -1.156
H -1.893 -2.803 -2.718
H -1.781 0.017 -2.622
H -1.359 -0.508 2.283
H -3.018 -0.404 1.154
H -1.618 1.541 2.238
H -2.115 1.760 0.636
H 0.140 -4.579 1.240
H -0.423 -5.011 -0.106
O -0.346 -4.308 0.486
H 1.883 -0.055 -2.684
H 1.991 -1.520 -3.023
O 1.955 -0.899 -2.270
H 2.119 2.161 0.316
H 3.136 2.010 1.483
O 2.872 1.647 0.606
H 0.131 0.806 -3.838
H 0.886 2.007 -3.005
O 0.554 1.138 -2.985
H 1.954 -2.535 -0.861
H 2.777 -1.260 -0.481
O 2.256 -1.991 -0.055
H -1.290 4.156 -1.675
H -2.710 3.752 -1.355
O -1.764 3.414 -1.223
H 0.190 2.184 4.086
H 0.687 0.885 3.447
O 0.050 1.564 3.263
H -0.179 3.262 0.537
H 0.428 2.470 1.698
O 0.596 3.132 1.119
H 2.162 -0.825 2.575
H 3.390 -0.570 3.435
O 2.438 -0.805 3.538
*
```



2.
Density functional theory data (wB97M-V/def2-TZVPD) for 11 unconnected molecules or ions with the total composition C4H31NO11.

Results
HOMO (alpha / beta), Eh: -0.498 / -0.498
Electronic energy, hartree: -1053.07197
ΔE to the lowest compared entry with this formula, charge and spin, kcal/mol: 0.0
Lowest unoccupied orbital energy (alpha / beta), eV: -3.3 / -8.6

The geometry in ORCA input format:
```
! wB97M-V def2-TZVPD RIJCOSX def2/J DEFGRID3
* xyz 1 2
C 1.740 1.380 0.766
N 0.668 1.149 -0.215
C 0.087 2.428 -0.675
C -0.336 0.260 0.374
C -1.234 -0.334 -0.716
O -2.369 -0.847 0.003
H 2.474 2.089 0.393
H 1.375 1.762 1.735
H 2.258 0.446 0.958
H -0.493 2.938 0.092
H -0.581 2.201 -1.508
H 0.885 3.045 -1.093
H -0.974 0.727 1.140
H 0.169 -0.548 0.906
H -0.796 -1.139 -1.299
H -1.589 0.436 -1.419
H -2.954 -1.300 -0.622
H -1.722 -1.997 1.162
H -0.771 -1.946 2.365
O -1.166 -2.580 1.719
H 1.911 -2.008 -3.142
H 1.618 -0.571 -3.027
O 1.633 -1.237 -3.722
H -0.293 4.643 3.158
H 0.288 3.723 2.073
O -0.042 3.731 2.969
H 1.673 -3.169 -1.028
H 2.326 -1.816 -1.095
O 2.315 -2.648 -1.578
H -2.260 1.418 2.892
H -1.046 2.309 3.418
O -1.561 1.492 3.581
H -3.043 0.457 0.925
H -3.891 1.795 0.977
O -3.354 1.193 1.499
H 0.734 -4.655 0.518
H -0.087 -3.320 0.579
O 0.451 -3.909 -0.020
H -0.088 -1.251 -3.996
H -1.241 -1.575 -5.029
O -1.057 -1.269 -4.129
H -0.606 0.097 3.446
H 0.065 -1.019 4.256
O -0.021 -0.703 3.349
H 3.244 -0.354 -4.218
H 3.754 0.216 -2.890
O 3.907 0.256 -3.834
*
```



3.
Density functional theory data (wB97M-V/def2-TZVPD) for 11 unconnected molecules or ions with the total composition C4H31NO12.

Results
HOMO, Eh: -0.357
SMILES string: N[C@H](CO)CCO.O.O.O.O.O.O.O.O.O.O
Electronic energy, hartree: -1128.65177
ΔE to the lowest compared entry with this formula, charge and spin, kcal/mol: 15.7
Lowest unoccupied orbital energy, eV: 0.3

The geometry in ORCA input format:
```
! wB97M-V def2-TZVPD RIJCOSX def2/J DEFGRID3
* xyz 0 1
C 1.173 -3.076 -0.286
O 1.995 -3.261 0.857
C 0.611 -1.646 -0.179
C -0.499 -1.467 -1.238
C -1.268 -0.155 -1.047
O -2.003 -0.123 0.158
N 1.662 -0.617 -0.302
H 1.831 -3.155 -1.108
H 0.370 -3.803 -0.331
H 1.748 -4.042 1.392
H 0.194 -1.557 0.863
H -1.238 -2.352 -1.228
H -0.161 -1.466 -2.247
H -2.076 -0.012 -1.847
H -0.585 0.723 -0.987
H -1.494 -0.531 0.885
H 1.573 -0.106 -1.147
H 2.567 -1.065 -0.175
H -1.623 1.517 0.874
H -0.342 1.823 1.488
O -1.120 2.244 1.132
H 3.295 2.407 3.640
H 2.575 3.529 2.903
O 2.979 2.634 2.819
H 1.669 -1.927 2.440
H 1.087 -0.549 2.813
O 1.117 -1.457 3.136
H 1.960 1.815 -3.194
H 0.659 0.991 -3.157
O 1.488 1.058 -2.758
H 0.601 2.606 -1.292
H -0.438 3.038 -0.254
O 0.003 3.301 -1.031
H -0.457 -1.731 2.821
H -1.897 -1.924 3.413
O -1.457 -1.855 2.581
H -2.457 -2.620 1.297
H -3.014 -1.765 0.211
O -2.963 -2.643 0.484
H -1.190 3.450 -2.319
H -2.631 3.509 -2.703
O -1.780 3.351 -3.016
H 1.391 0.526 1.103
H 1.780 1.515 2.264
O 1.090 0.943 1.957
H -1.345 1.842 -3.478
H -1.105 0.837 -4.689
O -0.972 0.914 -3.775
*
```



4.
Density functional theory data (wB97M-V/def2-TZVPD) for 12 unconnected molecules or ions with the total composition C4H31NO13.

Results
HOMO, Eh: -0.122
Electronic energy, hartree: -1203.75939
ΔE to the lowest compared entry with this formula, charge and spin, kcal/mol: 95.3
Lowest unoccupied orbital energy, eV: 4.9

The geometry in ORCA input format:
```
! wB97M-V def2-TZVPD RIJCOSX def2/J DEFGRID3
* xyz -2 1
C -0.063 2.135 -0.867
C 1.432 1.867 -0.575
C 1.632 0.968 0.530
O 3.092 0.904 0.927
N -0.823 1.284 -1.725
C -2.290 1.095 -1.385
O -2.451 -0.097 -0.889
H 0.090 3.095 -1.340
H -0.650 2.231 0.156
H 1.915 1.445 -1.393
H 1.976 2.821 -0.354
H 1.098 1.079 1.447
H 1.312 -0.071 0.398
H -0.459 0.345 -1.962
H -2.767 1.221 -2.314
H -2.789 1.832 -0.652
H -1.946 0.312 0.854
H -0.802 1.005 1.796
O -1.623 0.537 1.850
H 2.140 2.932 -3.398
H 0.572 3.179 -3.120
O 1.422 3.524 -3.363
H -3.840 0.166 -0.151
H -4.484 1.485 -0.057
O -4.572 0.635 0.318
H 2.833 0.638 3.438
H 3.032 0.343 1.866
O 3.003 -0.265 3.391
H 3.853 0.104 -1.434
H 2.435 0.174 -2.030
O 3.460 0.124 -2.171
H 0.313 -0.979 3.599
H 1.922 -1.004 3.861
O 0.954 -1.245 4.237
H 1.964 -2.342 -1.955
H 1.617 -3.576 -2.738
O 2.340 -3.149 -2.164
H -0.790 -4.720 -0.908
H -1.333 -3.385 -1.674
O -1.342 -4.464 -1.718
H -4.140 0.745 2.928
H -2.812 0.271 3.468
O -3.557 0.675 3.643
H -2.327 -2.559 -2.600
H -1.880 -1.154 -1.630
O -1.644 -1.941 -2.286
H 2.280 -2.446 2.502
H 1.150 -2.590 3.149
O 1.543 -3.181 2.494
*
```



5.
Density functional theory data (wB97M-V/def2-TZVPD) for 12 unconnected molecules or ions with the total composition C4H32NO13.

Results
HOMO, Eh: -0.485
Electronic energy, hartree: -1204.28319
ΔE to the lowest compared entry with this formula, charge and spin, kcal/mol: 70.9
Lowest unoccupied orbital energy, eV: -2.5

The geometry in ORCA input format:
```
! wB97M-V def2-TZVPD RIJCOSX def2/J DEFGRID3
* xyz 1 1
C 3.156 0.099 1.358
C 2.029 0.236 0.395
C 0.611 -0.038 0.883
C -0.309 1.096 0.477
O -0.639 1.056 -0.809
O -0.511 2.052 1.198
N 2.270 -0.542 -0.870
H 3.468 -0.917 1.639
H 4.105 0.465 0.956
H 2.990 0.579 2.321
H 1.968 1.262 0.067
H 0.241 -0.999 0.530
H 0.524 -0.095 1.965
H -1.221 1.841 -1.040
H 1.497 -0.496 -1.552
H 3.120 -0.275 -1.359
H 2.438 -1.517 -0.595
H -3.218 -1.278 1.206
H -2.180 -0.873 0.132
O -2.963 -1.407 0.292
H 3.636 2.130 -2.727
H 2.251 2.078 -2.210
O 3.113 1.669 -2.052
H -0.038 1.607 -3.179
H 0.160 1.985 -4.514
O 0.684 1.530 -3.821
H -0.204 -3.798 2.000
H 0.021 -5.156 1.509
O 0.529 -4.345 1.663
H 0.005 1.027 3.671
H 1.247 1.910 3.887
O 0.943 0.999 3.893
H -2.506 0.551 -2.224
H -3.462 -0.216 -1.161
O -3.185 0.626 -1.550
H -1.927 3.915 -0.652
H -2.757 2.579 -0.739
O -2.144 3.166 -1.218
H -0.755 -1.020 3.083
H -1.774 -1.746 3.767
O -1.288 -1.814 2.932
H -3.913 1.521 1.832
H -4.725 1.487 0.507
O -3.840 1.436 0.876
H -0.563 -1.421 -3.015
H 0.191 -0.069 -3.139
O -0.020 -0.796 -2.523
H 0.740 -3.798 -0.064
H 1.210 -3.292 -1.458
O 0.997 -2.993 -0.570
*
```



6.
Density functional theory data (wB97M-V/def2-TZVPD) for 13 unconnected molecules or ions with the total composition C4H32NO15.

Results
HOMO, Eh: -0.253
Electronic energy, hartree: -1355.08736
ΔE to the lowest compared entry with this formula, charge and spin, kcal/mol: 59.9
Lowest unoccupied orbital energy, eV: 2.4

The geometry in ORCA input format:
```
! wB97M-V def2-TZVPD RIJCOSX def2/J DEFGRID3
* xyz -1 1
O 1.605 0.624 -1.974
C 0.560 0.311 -1.365
O -0.641 0.622 -1.538
C 0.764 -0.793 -0.265
C 2.131 -1.135 0.357
C 2.328 -2.616 0.551
O 1.136 -3.322 0.964
N -0.318 -0.745 0.721
H -2.761 3.020 -1.552
H 0.566 -1.743 -0.796
H 2.863 -0.582 -0.225
H 2.169 -0.624 1.324
H 2.950 -2.758 1.450
H 2.894 -3.213 -0.153
H 0.593 -3.378 0.178
H -0.752 0.152 0.851
H -0.361 -3.280 2.862
H 0.142 -1.954 2.269
O -0.453 -2.327 2.941
H -0.844 -0.277 4.275
H -1.019 1.210 3.839
O -0.716 0.639 4.552
H 0.743 1.353 -3.483
H -0.063 2.499 -4.082
O 0.238 1.600 -4.279
H -1.035 -1.436 0.571
H -3.117 0.163 -0.954
O -3.304 0.229 0.022
H -2.572 0.756 0.328
H -1.455 2.204 -1.705
O -1.964 2.943 -2.081
H 1.582 3.092 -2.696
H 0.196 3.427 -2.269
O 0.930 3.804 -2.772
H 1.639 0.946 2.797
H 0.823 1.036 1.445
O 1.304 1.545 2.101
H 1.029 0.102 4.366
H 1.126 -1.238 3.710
O 1.690 -0.490 3.955
H -2.354 -2.173 2.501
H -3.166 -1.509 1.411
O -3.122 -2.334 1.922
H 2.799 2.283 0.874
H 3.035 1.857 -0.571
O 3.178 2.593 0.037
H -2.985 -0.396 -3.403
H -2.214 0.723 -2.691
O -3.010 0.165 -2.623
H -0.829 0.022 -4.470
H -0.802 -0.798 -3.168
O -1.158 -0.799 -4.059
*
```